1.
This record from the Open Molecules 2025 dataset describes a molecular structure, C10H29FHfNO7 at a distorted geometry. The level of theory is ωB97M-V with the def2-TZVPD basis set.

As for the net charge: +3. For the HOMO-LUMO gap, the calculation gives 3.8 eV. The LUMO energy comes out at -13.25 eV. Its HOMO energy is -17.091 eV.

Geometry as XYZ:
```
49
Properties=species:S:1:pos:R:3:forces:R:3
Hf 1.262 0.214 -0.187 -5.9 -2.8 -2.1
F -0.721 0.079 -1.163 4.5 0.4 1.8
C -0.836 3.803 2.434 -0.7 0.3 -0.9
C 0.106 2.670 2.096 1.8 0.1 0.6
C 0.210 1.680 3.237 -0.7 0.5 0.0
O 0.995 0.527 2.910 0.5 0.8 -0.4
C 1.717 0.010 4.048 0.8 -0.7 0.1
N -0.198 1.842 0.866 0.7 0.7 -0.3
H -0.415 4.383 3.256 -0.3 -0.5 0.5
H -1.863 3.459 2.561 0.0 0.2 0.5
H -0.879 4.591 1.676 0.1 -0.4 -0.4
H 1.052 3.201 1.947 0.4 -0.6 -0.2
H -0.811 1.340 3.449 -0.1 -0.1 0.1
H 0.524 2.242 4.117 0.5 -0.4 0.1
H 2.713 0.446 4.126 -0.2 0.4 0.1
H 1.893 -1.056 3.903 -0.3 0.0 -0.2
H 1.161 0.139 4.975 -0.1 0.1 -0.1
H -0.514 2.564 0.213 -0.2 -0.4 -0.5
H -1.045 1.354 1.165 -0.2 -0.4 -0.7
C -0.663 -2.370 0.834 0.1 -0.9 -1.5
C 0.272 -3.100 -0.144 -1.5 -0.7 -0.4
O 1.231 -2.282 -0.862 -0.3 1.8 1.7
O -0.144 -1.126 1.332 0.8 -0.4 -0.8
H -0.896 -3.073 1.635 0.2 0.3 0.3
H -1.588 -2.184 0.286 0.0 0.4 0.2
H -0.499 -3.387 -0.862 0.6 -0.6 -0.5
H 0.740 -3.994 0.260 0.3 0.3 0.2
H 1.864 -2.876 -1.288 0.2 0.2 -0.1
H -0.734 -1.062 2.101 0.8 1.4 0.4
C 3.918 -0.446 -2.320 0.3 -0.1 -1.9
C 2.811 -0.260 -3.387 0.5 -0.7 0.7
O 1.547 -0.376 -2.698 0.2 1.0 1.3
O 3.505 0.253 -1.118 -1.8 0.5 1.7
H 4.831 0.015 -2.699 0.0 0.2 0.1
H 4.207 -1.469 -2.082 -0.5 -0.1 0.1
H 2.805 -1.088 -4.096 0.6 0.2 -0.2
H 2.897 0.693 -3.907 -0.1 0.0 0.1
H 0.895 -0.710 -3.334 -0.6 0.2 0.4
H 4.281 0.595 -0.645 0.1 0.0 0.0
C -3.959 0.159 -2.540 -0.7 -0.2 0.2
C -3.924 -1.376 -2.419 0.2 1.0 1.2
O -2.544 -1.762 -2.492 0.4 -0.8 -0.7
O -3.405 0.741 -1.320 -0.2 -0.2 -0.6
H -4.964 0.535 -2.732 -0.2 -0.1 0.8
H -3.453 0.564 -3.418 0.6 -0.5 0.0
H -4.617 -1.920 -3.056 0.7 0.0 -0.7
H -4.202 -1.686 -1.406 -0.6 0.5 0.0
H -2.114 -1.200 -1.846 0.0 0.0 0.0
H -2.448 0.704 -1.405 -0.3 0.2 -0.2
```
Forces are in eV/Å.



2.
This record from the Open Molecules 2025 dataset describes a molecular structure, C8H13NNdP at a distorted geometry. The level of theory is ωB97M-V with the def2-TZVPD basis set.

As for the net charge: 0. For the HOMO-LUMO gap (spin up / spin down), the calculation gives 4.1 / 4.1 eV. The LUMO energy (spin up / spin down) comes out at -0.51 / -0.51 eV. Its HOMO energy (spin up / spin down) is -4.632 / -4.644 eV. Its spin multiplicity is 4.

Geometry as XYZ:
```
24
Properties=species:S:1:pos:R:3:forces:R:3
C -0.364 -0.726 -3.030 1.0 -0.1 2.4
C -0.624 0.167 -4.018 0.0 -0.5 -0.5
C -0.403 1.559 -4.061 0.1 0.6 -0.1
C 0.166 2.326 -3.025 0.3 0.2 -0.6
C 0.569 1.875 -1.813 0.4 -2.1 0.4
Nd -0.143 0.055 -0.873 -3.5 4.0 -4.3
P 0.172 -2.443 -0.184 1.2 -1.7 -0.4
H -0.629 -1.762 -2.992 -0.3 -1.0 -1.4
H -0.994 -0.322 -4.898 -0.6 0.4 -1.0
H -0.613 2.068 -5.003 0.0 -0.1 0.2
H 1.110 2.336 -1.014 0.7 1.3 0.3
H 0.407 3.358 -3.189 -0.3 0.8 -0.7
H 1.429 -2.637 0.382 0.2 -0.7 0.3
H 0.127 -3.342 -1.232 0.1 -0.8 -0.1
H -0.684 -2.964 0.750 -0.3 -0.7 0.6
C -0.549 -0.382 4.521 0.1 0.0 -0.1
C 0.585 0.367 3.785 0.0 -0.1 2.2
C 0.441 0.378 2.397 -0.2 0.1 -2.9
N 0.331 0.428 1.245 1.3 0.1 5.5
H -1.521 0.050 4.274 0.1 -0.1 0.0
H -0.385 -0.273 5.590 0.0 -0.1 0.0
H -0.557 -1.446 4.270 0.0 0.2 0.0
H 0.572 1.421 4.094 0.3 -0.2 0.1
H 1.557 -0.090 4.024 -0.2 0.3 0.0
```
Forces are in eV/Å.



3.
This record from the Open Molecules 2025 dataset describes 2 unconnected molecules or ions with the total composition C4H9N2 at a distorted geometry. The level of theory is ωB97M-V with the def2-TZVPD basis set.

As for the net charge: +1. For the HOMO-LUMO gap, the calculation gives 11.9 eV. The LUMO energy comes out at -4.12 eV. Its HOMO energy is -16.006 eV.

Geometry as XYZ:
```
15
Properties=species:S:1:pos:R:3:forces:R:3
C -0.395 1.783 1.161 2.6 3.2 0.6
C -0.966 1.150 -0.016 -0.3 -1.8 -0.3
C 1.991 -1.313 0.663 -1.2 0.6 -0.4
C -1.184 -0.934 -1.479 2.4 1.4 0.0
N -0.579 -0.010 -0.461 1.6 -0.6 0.1
N 2.998 -1.853 0.700 2.2 -1.2 -0.1
H 0.709 1.612 1.171 -0.8 -0.1 0.3
H -0.483 2.961 1.348 -0.3 -2.5 -1.2
H -1.846 1.610 -0.424 -0.5 -0.2 -0.5
H 0.421 -0.502 -0.190 -2.4 1.7 0.5
H -1.259 -1.892 -1.060 -0.2 -1.3 1.0
H -2.098 -0.659 -1.902 -1.3 0.9 -0.5
H -0.390 -1.023 -2.225 -0.4 0.1 -0.3
H 3.910 -2.332 0.652 -1.1 0.6 0.2
H -0.831 1.403 2.060 -0.3 -0.7 0.5
```
Forces are in eV/Å.



4.
This record from the Open Molecules 2025 dataset describes a molecular structure, C30H55AlCl2NO6 at a distorted geometry. The level of theory is ωB97M-V with the def2-TZVPD basis set.

As for the net charge: -1. For the HOMO-LUMO gap, the calculation gives 6.7 eV. The LUMO energy comes out at 2.14 eV. Its HOMO energy is -4.549 eV.

Geometry as XYZ:
```
95
Properties=species:S:1:pos:R:3:forces:R:3
C 4.286 1.200 -0.769 -1.9 2.3 0.3
C 3.266 2.286 -0.596 2.6 -3.3 0.6
Al 1.518 2.144 -1.732 -0.6 0.2 1.2
C 0.285 0.801 -0.793 -0.4 -0.9 1.1
C 0.600 -0.777 -1.104 -0.6 0.1 0.1
C 0.185 -1.820 0.090 0.5 -0.7 -1.0
C 1.025 -3.231 -0.229 -1.0 0.1 -0.7
C -0.026 -4.493 -0.114 1.0 0.2 0.8
C 0.660 -5.928 -0.567 -1.1 1.3 -0.4
C -0.380 -6.697 -1.600 1.5 -1.1 0.2
C 0.549 -7.786 -2.461 -0.3 1.2 -0.1
C -0.374 -8.444 -3.650 0.1 -0.3 0.0
C 0.475 3.954 -1.748 -0.5 0.5 0.3
C 0.986 5.007 -0.598 -1.0 0.3 -0.6
C -0.041 6.322 -0.708 0.0 0.1 -1.0
C 0.751 7.657 -1.283 -0.1 -0.8 1.9
N -0.190 8.795 -1.671 0.4 1.9 -1.3
C -1.696 8.920 -1.508 3.0 5.4 -2.6
C -1.972 10.427 -2.100 3.3 -2.0 0.3
C -0.549 11.112 -2.627 -0.2 -5.5 2.5
C 0.573 9.944 -2.305 -6.0 2.1 0.1
C 1.931 1.726 -3.696 1.3 1.8 -0.9
Cl 2.168 -0.068 -4.091 -0.2 0.8 0.0
C 3.360 2.482 -4.128 -0.3 -1.7 -0.8
C 3.831 2.147 -5.665 1.1 0.9 -0.3
Cl 3.037 4.308 -4.043 0.3 -1.0 0.0
H 3.954 0.061 -0.881 0.6 2.8 -0.7
H 5.444 1.408 -0.869 -2.2 -0.5 1.2
H 3.477 3.148 0.172 0.5 -1.0 -2.2
H 0.461 0.948 0.379 -0.4 -0.2 -2.3
H -0.829 1.126 -0.983 1.8 -1.0 0.3
H 0.012 -1.121 -2.084 1.3 0.7 2.0
H 1.739 -0.942 -1.332 -2.1 0.4 0.5
H -0.980 -2.030 -0.005 2.4 0.4 0.4
H 0.437 -1.458 1.175 -0.5 -0.4 -2.1
H 1.393 -3.194 -1.359 -0.8 0.0 2.3
H 1.994 -3.341 0.421 -2.0 0.1 -1.0
H -0.964 -4.219 -0.781 1.9 -0.7 1.5
H -0.329 -4.563 1.033 0.2 0.2 -2.4
H 0.910 -6.540 0.399 -0.5 0.9 -2.0
H 1.661 -5.657 -1.135 -2.0 -0.7 1.1
H -0.947 -5.948 -2.313 1.4 -1.4 1.4
H -1.180 -7.325 -1.019 1.4 1.3 -1.0
H 1.007 -8.568 -1.708 -1.1 1.4 -1.6
H 1.465 -7.150 -2.884 -2.0 -1.6 0.7
H -0.080 -9.568 -3.899 -0.7 2.4 0.7
H -1.496 -8.403 -3.259 2.3 -0.2 -1.1
H -0.276 -7.859 -4.675 -0.3 -1.0 2.3
H -0.663 3.694 -1.495 2.2 0.6 -0.5
H 0.478 4.459 -2.817 0.0 -0.7 2.2
H 2.111 5.324 -0.735 -2.2 -0.5 0.1
H 0.904 4.514 0.465 0.1 1.0 -2.0
H -0.869 6.068 -1.531 1.8 0.4 1.8
H -0.627 6.504 0.287 1.3 0.0 -1.7
H 1.454 7.371 -2.174 -1.6 0.5 1.6
H 1.416 8.084 -0.393 -1.2 -1.0 -1.9
H -2.432 8.128 -1.060 2.1 1.7 -1.0
H -3.023 10.964 -2.138 2.5 -1.4 0.1
H -0.368 12.173 -3.101 -0.5 -2.6 1.1
H 1.736 10.005 -2.517 -2.9 -0.6 0.7
H 1.084 2.195 -4.353 1.6 -1.2 0.8
H 4.231 2.259 -3.349 -2.1 0.4 -1.7
H 3.072 2.538 -6.490 1.4 -0.9 2.0
H 4.839 2.755 -5.844 -2.1 -1.2 0.3
H 4.104 1.020 -5.861 -0.8 2.2 0.7
C -6.904 -2.503 2.407 0.1 -0.2 0.3
C -6.125 -2.892 1.161 -0.6 0.2 0.0
O -4.742 -3.110 1.466 0.5 -1.1 0.4
C -4.455 -4.284 2.084 -0.3 0.1 0.1
O -5.258 -5.150 2.391 1.1 1.0 -0.4
O -3.121 -4.316 2.328 -1.0 0.1 -0.3
C -2.700 -5.455 3.074 0.2 -0.4 0.2
H -6.440 -1.642 2.897 -0.1 0.0 -0.2
H -7.938 -2.256 2.154 0.1 0.0 0.0
H -6.917 -3.316 3.141 0.0 0.1 -0.2
H -6.164 -2.068 0.440 0.4 -0.2 0.2
H -6.557 -3.771 0.670 0.2 0.0 0.2
H -3.029 -6.385 2.600 -0.1 0.2 0.1
H -3.079 -5.388 4.099 -0.1 -0.1 -0.2
H -1.607 -5.455 3.108 -0.2 0.2 -0.2
C 2.105 0.562 7.400 -0.4 -0.1 0.1
C 2.597 0.442 5.968 0.1 0.5 0.3
O 2.184 -0.799 5.383 -0.9 -0.2 -0.5
C 0.881 -0.864 5.004 -0.2 0.3 0.2
O 0.055 0.027 5.115 1.1 -1.2 -0.2
O 0.650 -2.104 4.506 0.4 1.0 0.4
C -0.714 -2.343 4.168 -0.6 -0.1 -0.3
H 2.419 -0.306 7.989 0.1 0.1 -0.1
H 2.495 1.469 7.868 0.0 -0.1 -0.1
H 1.011 0.596 7.446 0.2 0.1 -0.1
H 3.693 0.446 5.962 -0.2 -0.3 -0.2
H 2.269 1.288 5.354 -0.1 -0.3 0.1
H -1.095 -1.575 3.487 0.1 -0.1 0.2
H -1.319 -2.388 5.079 0.0 0.2 -0.1
H -0.775 -3.311 3.663 0.3 0.2 0.1
```
Forces are in eV/Å.



5.
This record from the Open Molecules 2025 dataset describes a molecular structure, C22H39BiN5S6Si2. The level of theory is ωB97M-V with the def2-TZVPD basis set.

As for the net charge: -1. For the HOMO-LUMO gap, the calculation gives 6.3 eV. The LUMO energy comes out at 2.42 eV. Its HOMO energy is -3.910 eV.

Geometry as XYZ:
```
75
Properties=species:S:1:pos:R:3:forces:R:3
Bi -0.282 -0.213 -1.019 -0.3 -0.2 -0.2
C -2.255 -2.521 2.113 0.1 0.1 0.4
Si -0.372 -2.639 2.064 0.0 0.3 0.1
C 0.023 -3.267 3.830 0.4 0.5 -0.5
C 0.217 -4.017 0.903 -0.1 0.2 0.2
C 0.373 -0.960 1.697 -0.5 -0.2 0.2
C -0.555 0.121 2.071 0.4 0.0 0.1
C -0.471 0.971 3.220 0.1 -0.5 -0.5
C -1.482 1.863 3.473 -0.3 0.2 0.3
C -2.595 1.953 2.621 -0.1 0.1 0.3
C -2.579 1.162 1.488 -0.3 0.8 -0.1
N -1.584 0.336 1.207 0.6 -0.5 -0.1
Si 2.176 -0.758 1.960 -0.4 0.5 0.3
C 3.145 -1.872 0.802 0.0 0.6 0.1
C 2.630 1.063 1.706 0.2 -0.7 0.1
C 2.822 -1.093 3.709 0.6 0.2 0.0
H -2.675 -3.523 2.089 -0.1 -0.2 0.0
H -2.667 -1.954 1.291 -0.1 0.1 -0.2
H -2.590 -2.040 3.046 0.2 -0.1 -0.2
H -0.346 -4.269 3.956 -0.3 -0.6 0.1
H -0.491 -2.625 4.538 0.0 0.2 0.3
H 1.089 -3.282 4.074 -0.2 0.0 0.0
H -0.415 -4.906 0.937 -0.1 0.0 0.1
H 1.227 -4.330 1.159 0.2 0.0 0.0
H 0.213 -3.635 -0.110 0.1 -0.1 -0.3
H 0.366 0.867 3.906 -0.1 0.0 -0.1
H -1.428 2.494 4.363 0.0 -0.1 -0.2
H -3.418 2.642 2.849 0.4 -0.4 -0.2
H -3.323 1.251 0.697 0.0 0.0 0.3
H 2.937 -1.584 -0.225 0.0 0.0 -0.2
H 2.844 -2.898 0.929 0.0 -0.5 0.1
H 4.217 -1.784 0.974 0.1 0.0 0.0
H 2.233 1.499 0.801 -0.1 0.1 -0.3
H 3.711 1.179 1.715 0.2 0.1 0.0
H 2.231 1.612 2.548 -0.1 0.3 0.2
H 2.772 -2.137 4.023 -0.1 0.1 0.0
H 2.365 -0.457 4.475 -0.2 -0.2 -0.1
H 3.884 -0.808 3.709 0.0 -0.1 0.0
S -2.251 1.424 -1.960 0.2 -0.1 0.0
S -3.594 0.059 -2.727 0.0 0.0 0.0
S -3.658 -1.302 -1.217 -0.1 -0.2 0.0
S -1.851 -2.276 -1.401 0.1 0.3 0.0
C 0.799 -5.292 -5.307 0.1 0.3 -0.2
C 1.154 -4.257 -4.279 -0.4 0.3 0.2
C 1.906 -4.570 -3.146 0.0 -0.4 -0.1
C 1.991 -3.623 -2.155 -0.1 0.5 -0.3
N 1.445 -2.415 -2.297 0.1 -0.3 0.2
C 0.844 -2.145 -3.474 0.0 -0.2 0.1
S 0.302 -0.538 -3.702 -0.3 0.6 -0.1
N 0.632 -3.049 -4.451 0.3 -0.1 0.1
H 1.674 -5.886 -5.569 -0.1 -0.2 0.0
H 0.422 -4.796 -6.203 0.1 0.0 0.1
H -0.002 -5.921 -4.915 0.1 -0.2 0.0
H 2.338 -5.549 -3.018 0.1 -0.1 0.0
H 2.540 -3.798 -1.236 -0.1 -0.1 0.0
C -0.269 4.178 1.106 0.4 -0.7 -0.4
N -0.661 4.660 -0.202 -0.3 -0.3 0.3
C -0.913 6.077 -0.245 0.2 0.6 -0.3
C -0.243 4.005 -1.326 0.8 -0.1 0.1
S 1.079 2.950 -1.309 -0.3 0.2 0.0
N -0.898 4.311 -2.454 -0.2 0.2 0.0
C -2.280 4.748 -2.408 -0.2 0.1 -0.4
C -0.381 3.925 -3.749 -0.2 0.1 -0.4
H -0.948 4.583 1.834 -0.4 0.1 0.4
H 0.740 4.522 1.341 0.2 -0.1 0.1
H -0.307 3.075 1.139 0.1 0.6 0.0
H -0.100 6.626 0.256 0.0 -0.2 -0.1
H -1.838 6.376 0.240 -0.3 -0.2 0.2
H -0.970 6.410 -1.278 0.2 0.1 0.1
H -2.667 4.565 -1.408 -0.1 0.1 -0.1
H -2.849 4.148 -3.122 0.0 0.0 0.1
H -2.380 5.807 -2.698 -0.1 -0.2 0.2
H 0.670 4.183 -3.804 0.2 0.0 -0.1
H -0.931 4.490 -4.521 0.2 -0.2 0.3
H -0.492 2.854 -3.927 0.0 0.0 0.0
```
Forces are in eV/Å.



How do the records compare in E_tot? In the order shown, they have -1126.6190; -1269.8017; -267.0018; -2844.6659; -4318.4084 Eh.
How do the records compare in M? In the order shown, they have 472.830; 298.413; 85.130; 623.659; 831.143 u.